No. 1
Molecular formula: C2H7NOSi
Method: DFT, ωB97M-V/def2-TZVPD

Values from the calculation:
Relative energy (zero: lowest compared OMol25 entry of this formula, charge and spin) (eV): 2.103
Structure (SMILES): CN([SiH3])C=O

```
! wB97M-V def2-TZVPD RIJCOSX def2/J DEFGRID3
* xyz 0 1
C -0.17424 1.15712 -1.55536
C -1.22219 -0.85520 -0.62015
N -0.25218 0.48668 -0.39486
O -0.67809 0.97529 -2.59060
Si 0.85141 0.51407 0.96486
H 0.41380 2.17297 -1.34102
H -1.09553 -1.19747 -1.63194
H -0.77904 -1.55263 -0.03365
H -2.25105 -0.64370 -0.40276
H 1.82044 1.52694 1.43050
H 1.50011 -0.82479 1.21814
H -0.21657 0.81519 1.93953
*
```

Atomic partial charges in e from the Löwdin method, atoms 1 to 5:
1 C -0.52
2 C 0.02
3 N -0.23
4 O 0.06
5 Si 0.60

---

No. 2
Molecular formula: C53H80Cl5F40NO16
Method: DFT, ωB97M-V/def2-TZVPD

Values from the calculation:
Electronic energy (Ha): -9621.0964

```
! wB97M-V def2-TZVPD RIJCOSX def2/J DEFGRID3
* xyz 0 1
C 0.35932 1.82787 -2.78243
O 0.45327 1.45447 -1.42078
C 0.36149 2.53175 -0.56794
C 0.54722 1.92932 0.85852
N 1.72948 0.97957 0.90123
H 1.56122 0.19600 0.28657
H 2.53424 1.43018 0.48965
C 2.05847 0.37889 2.26683
C 0.92444 -0.51452 2.85512
O 0.39152 -1.32007 1.80650
C -0.62100 -2.33015 2.11881
H 0.61874 0.98450 -3.42238
H 1.09892 2.60580 -2.97192
H -0.64182 2.20776 -2.98611
H -0.57381 3.08595 -0.64647
H 1.13773 3.27736 -0.74009
H -0.24715 1.29387 1.25003
H 0.68980 2.74099 1.57194
H 2.38218 1.20481 2.90022
H 2.97174 -0.15741 2.00907
H 0.17205 0.07261 3.38170
H 1.37897 -1.13835 3.62476
H -1.61648 -1.96906 2.37714
H -0.26126 -3.01541 2.88635
H -0.74043 -2.89777 1.19596
Cl -1.41302 4.83558 6.59346
O -1.92178 3.69590 7.25784
O -0.05218 4.71671 6.25086
O -2.18872 5.08909 5.42554
O -1.59457 5.99180 7.44394
C -4.65300 2.65406 -15.35319
C -4.20460 1.96734 -16.68488
C -5.16815 2.31656 -17.83721
F -6.42871 2.00479 -17.50964
F -5.20147 3.62956 -18.22381
F -3.00460 2.41484 -17.11242
F -4.12490 0.63681 -16.49521
O -3.65070 2.42741 -14.36474
C -3.76449 3.19877 -13.13497
C -2.79971 2.62741 -12.14755
F -1.47736 2.68891 -12.45181
F -2.89720 3.11668 -10.90869
F -3.64932 4.48259 -13.38196
F -4.99979 3.01884 -12.64552
H -5.61919 2.26818 -15.02807
H -4.85504 3.71241 -15.51803
H -4.90356 1.78086 -18.74887
H -2.98764 1.55640 -12.07193
C 2.52698 -0.14453 10.06738
C 2.24218 0.39747 11.46472
C 2.11449 1.93508 11.40998
F 1.98758 2.53806 12.61838
F 3.08228 2.54635 10.77302
F 1.08521 -0.12551 11.99576
F 3.28956 0.12287 12.30527
O 2.10252 -1.47283 9.95795
C 3.05515 -2.53690 10.04913
C 2.26537 -3.87593 9.82280
F 1.70451 -3.97244 8.57921
F 3.03029 -4.90970 10.06241
F 3.97912 -2.38314 9.12530
F 3.64536 -2.49046 11.21721
H 3.53884 0.06922 9.72307
H 1.95011 0.39966 9.31961
H 1.20557 2.22257 10.88150
H 1.42209 -3.96349 10.50787
C 2.70239 11.27400 3.93891
C 1.39683 11.34510 3.11331
C 0.94785 9.91460 2.79791
F -0.05346 9.90148 1.91652
F 1.91944 9.13603 2.30574
F 0.52405 12.04212 3.89310
F 1.58150 12.08098 2.02303
O 2.60184 10.59055 5.15793
C 3.84281 9.94736 5.67110
C 3.69180 9.46463 7.18699
F 4.74013 8.85468 7.76910
F 3.32630 10.36952 8.08473
F 4.21350 9.00145 4.80507
F 4.80153 10.82327 5.65216
H 2.96465 12.29799 4.20496
H 3.44173 10.78974 3.30098
H 0.64030 9.40365 3.71030
H 2.89113 8.72517 7.20217
C -7.95207 -8.39698 3.88976
C -7.33845 -8.03071 5.25826
C -8.43136 -7.62239 6.24085
F -9.60448 -8.27482 6.28270
F -7.97773 -7.54482 7.50780
F -6.70919 -9.13157 5.72261
F -6.39114 -7.07200 5.22696
O -8.64462 -7.28532 3.31805
C -7.96756 -6.67208 2.14521
C -8.89790 -5.53588 1.58220
F -8.29565 -4.76448 0.61145
F -10.11079 -5.89908 1.09322
F -6.84975 -6.12412 2.48788
F -7.68659 -7.57153 1.14305
H -8.65002 -9.22013 4.04261
H -7.14691 -8.73488 3.23736
H -8.67289 -6.57389 6.06642
H -9.06328 -4.89701 2.44973
C -2.27784 -5.88188 -7.42555
C -1.92355 -7.38056 -7.52320
C -0.55937 -7.63622 -6.83513
F -0.07821 -8.85885 -7.08632
F 0.38498 -6.77388 -7.22583
F -2.85274 -8.20482 -6.97386
F -1.83179 -7.74509 -8.80256
O -2.10540 -5.39896 -6.05201
C -2.44702 -4.06794 -5.86456
C -2.53606 -3.77994 -4.39745
F -2.68303 -2.46347 -4.10687
F -3.44827 -4.47813 -3.72062
F -1.48153 -3.36578 -6.41418
F -3.58607 -3.71482 -6.47354
H -3.33610 -5.85340 -7.68516
H -1.65066 -5.32495 -8.12166
H -0.82769 -7.51888 -5.78521
H -1.55656 -4.05365 -4.00534
C -0.52950 -10.78058 0.18564
C -1.79779 -9.90213 0.21745
C -1.69789 -9.09701 -1.06932
O -0.28685 -8.87661 -1.15549
C 0.44339 -10.01327 -0.71632
H -0.75537 -11.81704 -0.06502
H -0.05135 -10.81672 1.16451
H -1.78420 -9.23946 1.08278
H -2.67243 -10.55259 0.21508
H -2.35797 -8.22976 -1.05287
H -2.01472 -9.68431 -1.93118
H 1.36818 -9.63332 -0.28215
H 0.77138 -10.60720 -1.56941
C 6.73891 5.60555 -1.14327
C 7.29165 5.18415 0.23411
C 7.20821 3.57889 0.29339
O 6.38985 3.26363 -0.82667
C 6.64638 4.22669 -1.85178
H 7.37522 6.34291 -1.63269
H 5.76282 6.07533 -1.02225
H 6.70870 5.55555 1.07691
H 8.28846 5.61292 0.33723
H 6.82037 3.16227 1.22296
H 8.18426 3.11459 0.15246
H 5.88176 4.21711 -2.62856
H 7.57546 3.97297 -2.36221
C -7.64864 4.28237 -0.94411
C -7.40612 5.79000 -0.89248
C -5.99025 5.92800 -1.39411
O -5.77227 4.79951 -2.23416
C -6.58717 3.67708 -1.84986
H -8.63912 4.01946 -1.31550
H -7.58102 3.90184 0.07507
H -7.61191 6.28784 0.05510
H -8.08880 6.32429 -1.55321
H -5.29955 6.00751 -0.55464
H -5.90410 6.80641 -2.03368
H -6.01342 2.88329 -1.37153
H -7.10036 3.40331 -2.77169
C 9.22566 2.81361 6.32106
C 9.65466 1.41708 5.87263
C 8.48581 0.45634 5.99718
O 7.43687 1.31176 6.52180
C 8.02081 2.43182 7.21490
H 8.92536 3.38838 5.44495
H 9.97124 3.38230 6.87677
H 10.41346 1.02876 6.55200
H 10.09566 1.36968 4.87695
H 8.67636 -0.30977 6.74875
H 8.29329 0.07118 4.99583
H 8.33693 2.12524 8.21197
H 7.27636 3.21222 7.37257
C 4.05584 -3.90938 -3.77350
C 4.17221 -4.99911 -2.73658
C 3.58830 -4.23852 -1.53377
O 4.19113 -2.94653 -1.63716
C 4.53042 -2.65224 -2.97944
H 3.01206 -3.74683 -4.04219
H 4.61930 -4.05665 -4.69487
H 5.17862 -5.26409 -2.41251
H 3.57265 -5.84905 -3.06252
H 3.83338 -4.74051 -0.59781
H 2.50342 -4.17084 -1.61479
H 5.58371 -2.54281 -3.23774
H 4.12137 -1.73083 -3.39392
C 5.70732 2.08900 -9.90689
Cl 5.15738 1.21729 -8.44934
Cl 7.37422 2.70237 -9.67282
H 5.73047 1.42848 -10.77365
H 5.01507 2.87542 -10.20762
C -6.10732 -0.16467 5.00385
Cl -7.48987 -1.22709 5.23780
Cl -5.67644 -0.03031 3.33984
H -6.36607 0.82917 5.36912
H -5.30727 -0.50053 5.66357
*
```

Atomic partial charges in e from the Löwdin method, atoms 1 to 5:
1 C -0.07
2 O -0.20
3 C -0.21
4 C -0.05
5 N 0.06

---

No. 3
Molecular formula: C4H8N2OP
Method: DFT, ωB97M-V/def2-TZVPD

Values from the calculation:
Relative energy (zero: lowest compared OMol25 entry of this formula, charge and spin) (eV): 1.744

```
! wB97M-V def2-TZVPD RIJCOSX def2/J DEFGRID3
* xyz 1 1
C -0.53711 -1.06757 1.04322
C 0.72658 -1.16333 0.57003
C -0.19036 0.93343 0.09377
C 1.45930 -0.09194 -1.50739
N -1.10681 0.11704 0.82180
N 1.07183 0.10033 -0.09792
O -4.09732 1.56500 1.05735
P -3.69247 0.21760 1.24166
H -1.06670 -1.83721 1.57048
H 1.45396 -1.94163 0.63467
H -0.58905 1.21775 -0.88672
H 0.04559 1.84332 0.65266
H 0.66185 -0.62071 -2.02809
H 1.63653 0.86790 -1.98802
H 2.36747 -0.68963 -1.56165
H 1.85671 0.54966 0.38415
*
```

Atomic partial charges in e from the Löwdin method, atoms 1 to 5:
1 C -0.21
2 C -0.08
3 C -0.15
4 C 0.00
5 N -0.14

---

No. 4
Molecular formula: C3H8NOS
Method: DFT, ωB97M-V/def2-TZVPD

Values from the calculation:
Relative energy (zero: lowest compared OMol25 entry of this formula, charge and spin) (eV): 4.118

```
! wB97M-V def2-TZVPD RIJCOSX def2/J DEFGRID3
* xyz 1 1
C 0.41868 0.31867 1.29551
C 0.09763 -0.53340 0.16734
C -0.75376 -0.04785 -0.89111
N -1.82178 0.92856 -0.41126
O 1.41196 0.10698 0.24762
S 2.83487 -0.84394 0.63734
H 0.06231 1.37479 1.41423
H 0.61257 -0.13230 2.28140
H 0.21926 -1.62733 0.24149
H 0.08445 0.51740 -1.50593
H -1.12023 -0.84825 -1.47199
H -2.64308 0.44695 0.06640
H -2.32511 1.45106 -1.18101
H 2.92221 -1.11134 -0.89004
*
```

Atomic partial charges in e from the Löwdin method, atoms 1 to 5:
1 C -0.03
2 C -0.28
3 C -0.18
4 N 0.00
5 O -0.50

---

No. 5
Molecular formula: C6H14N2O2
Method: DFT, ωB97M-V/def2-TZVPD

Values from the calculation:
Relative energy (zero: lowest compared OMol25 entry of this formula, charge and spin) (eV): 1.292
Expectation value of S²: 0.75

```
! wB97M-V def2-TZVPD RIJCOSX def2/J DEFGRID3
* xyz -1 2
C -2.22793 1.63593 -2.05085
C -0.92397 -1.82657 -1.37969
C -1.22992 0.62139 -1.47889
O -0.45040 0.98247 -0.62162
N -1.41464 -0.62793 -2.04266
H -1.84460 2.65074 -1.97804
H -2.16525 -0.68281 -2.72305
H -1.73385 -2.34851 -0.79100
H -2.34929 1.44469 -3.17756
H -3.20679 1.38154 -1.61848
H -0.63605 -2.61924 -2.09857
H -0.01155 -1.47831 -0.85997
C 0.70460 -1.46969 2.49172
C 2.23763 1.66663 0.98869
C 2.00853 0.45529 1.84201
O 2.63945 0.19771 2.85256
N 0.96847 -0.43521 1.49579
H 0.65958 -0.32077 0.54686
H 1.59598 -2.11188 2.54201
H 3.20771 1.85698 0.50423
H 0.72933 -0.98169 3.46055
H -0.10807 -2.15818 2.27885
H 1.51367 1.66273 0.16543
H 2.03736 2.50469 1.65167
*
```

Atomic partial charges in e from the Löwdin method, atoms 1 to 5:
1 C -0.18
2 C -0.29
3 C -0.64
4 O 0.01
5 N -0.04

---

No. 6
Molecular formula: C5H14NO
Method: DFT, ωB97M-V/def2-TZVPD

Values from the calculation:
Relative energy (zero: lowest compared OMol25 entry of this formula, charge and spin) (eV): 0.647

```
! wB97M-V def2-TZVPD RIJCOSX def2/J DEFGRID3
* xyz -1 1
N -2.57053 1.48715 -0.14310
C -2.00663 1.07180 1.16462
O -1.36327 -0.12887 1.14068
H -2.93357 0.64897 -0.60416
H -3.36139 2.06851 0.12146
H -1.27494 1.88767 1.48646
H -2.90780 1.03378 1.82331
C -0.21997 -0.53868 -1.74359
C 2.63645 -0.67529 0.97578
C 1.46313 -1.10044 0.07760
C 0.79710 0.01710 -0.73089
H 0.28857 -1.20470 -2.45817
H -0.75881 0.24471 -2.36810
H -0.97829 -1.13668 -1.17613
H 2.80815 -1.45716 1.66243
H 2.40042 0.21045 1.58820
H 3.56457 -0.34837 0.34330
H 0.64636 -1.48277 0.71603
H 1.84063 -1.89258 -0.57974
H 0.34391 0.72983 -0.02138
H 1.58593 0.56557 -1.27460
*
```

Atomic partial charges in e from the Löwdin method, atoms 1 to 5:
1 N -0.05
2 C -0.61
3 O -0.36
4 H 0.04
5 H 0.02